# 1
25
Properties=species:S:1:pos:R:3:forces:R:3 method="wB97M-V/def2-TZVPD" mol_weight_g_mol=203.09 gap_ev="8.678 / 8.678" lumo_ev="-3.63 / -3.63" total_charge=+1 e_above_lowest_kcal_mol=40.20 e_tot_ev=-37068.84985
Cl 2.82061 1.55438 0.76757 0.18 -0.11 -0.25
Cl 3.70947 -1.11016 -0.04993 0.85 -0.37 -0.26
O 0.52969 0.85165 -1.66658 0.84 -2.01 -0.20
O 1.79402 -0.66066 1.64189 -2.04 0.19 -3.78
N -0.37388 -0.45793 0.16212 0.09 -0.53 1.39
C -1.05994 1.89923 0.82406 3.35 -2.02 -4.48
C 2.46943 -0.13369 0.54082 -3.63 0.20 -1.26
C -1.44001 0.56378 0.04811 -2.38 2.25 -1.18
C -2.78450 0.00989 0.57947 3.36 -2.56 0.77
C 0.99458 -1.52621 -1.66156 0.45 -2.06 -2.70
C 0.63546 -0.33418 -0.97230 2.35 2.01 3.86
H -1.53625 0.70464 -1.09341 -0.20 0.07 2.00
H 0.12411 -0.32485 1.11532 -0.15 -0.23 -1.49
H 2.38751 -0.65688 2.31409 2.63 -0.14 3.94
H 1.11118 0.68673 -2.46019 -0.81 0.67 0.84
H -0.83076 1.50446 1.71047 0.50 -0.98 4.26
H -0.84940 -1.42000 0.32662 1.19 1.62 -1.13
H -1.72433 2.68653 0.88026 -1.66 1.25 -0.21
H 1.02197 -2.45649 -1.03919 -0.48 0.86 -0.51
H -2.90072 -0.16334 1.64510 0.75 0.45 0.53
H -3.55229 0.62047 0.34891 -2.60 1.76 -1.38
H -0.02820 2.24069 0.46734 -1.55 -0.04 0.09
H 2.06751 -1.48411 -2.06960 -1.51 0.24 0.38
H -2.84206 -1.01444 0.21115 -0.84 0.05 -0.63
H 0.25678 -1.57950 -2.57057 1.32 -0.56 1.39

---

# 2
37
Properties=species:S:1:pos:R:3:forces:R:3 method="wB97M-V/def2-TZVPD" mol_weight_g_mol=304.85 gap_ev=7.156 lumo_ev=-0.42 e_above_lowest_kcal_mol=61.33 smiles="CN(C)c1cccc2c1N=C1C=C[C@@H](CCCl)C=C1S2" e_tot_ev=-43204.10125
Cl -4.88965 -0.87673 -5.32181 0.01 0.18 0.30
S -2.24542 -0.00964 1.02184 1.11 -0.37 1.71
N 2.98162 -0.07479 2.42831 0.30 0.68 0.18
N 0.88990 -0.13924 0.34624 -0.18 0.10 -1.05
C -1.73217 0.56278 -2.99379 1.12 -1.57 0.13
C -0.83149 -0.09575 2.15190 0.60 0.20 0.41
C 0.53737 -0.10796 1.70039 -1.05 0.03 0.57
C 3.59135 1.05357 1.68085 -0.49 -0.30 0.23
C -1.42749 0.08143 -0.47753 -0.97 0.72 -3.50
C 0.56498 -0.02670 -1.99776 -1.11 0.58 -2.12
C 1.57564 -0.08335 2.69224 -0.09 -0.13 -0.27
C 1.24332 -0.11693 4.04643 -1.23 -0.03 0.09
C -0.08421 -0.08950 4.48747 0.07 -0.33 -1.05
C 3.63362 -1.37088 2.31992 0.12 -0.17 -0.29
C -3.99820 0.22340 -4.22453 1.33 -0.04 -0.24
C -0.23452 0.23994 -3.09338 0.87 -0.60 2.57
C -1.11702 -0.08269 3.52992 1.63 0.39 -0.30
C 0.04548 -0.05423 -0.64817 0.08 0.10 2.43
C -2.22417 0.34282 -1.58535 2.26 -0.11 1.08
C -2.53074 -0.25565 -4.06186 -0.25 0.28 0.81
H 2.01402 -0.16963 4.79126 0.45 0.14 -0.02
H 0.27814 0.21669 -4.03608 -0.19 0.21 -0.56
H 3.43836 0.92219 0.60398 -0.10 0.29 -0.04
H -0.29591 -0.09524 5.55989 -0.07 0.07 -0.44
H -2.56546 -1.29937 -3.73427 0.23 0.05 -0.21
H 4.67913 1.08768 1.83954 -0.28 -0.25 0.22
H -1.79208 1.60279 -3.26674 -0.32 0.77 -0.05
H -4.51257 0.33530 -3.27589 -0.15 -0.44 0.02
H 1.65166 -0.14642 -2.09392 -0.56 -0.10 -0.03
H 3.69716 -1.67510 1.27544 -0.01 -0.24 -0.34
H 4.67202 -1.38867 2.69763 -0.40 0.37 0.07
H 3.19914 2.04977 2.02156 0.08 -1.08 -0.30
H -2.09845 0.08198 3.87630 -1.20 -0.17 0.17
H -1.94365 -0.16036 -4.98324 -0.55 -0.23 -0.09
H 3.08343 -2.16730 2.84804 0.05 0.55 -0.08
H -3.26338 0.48831 -1.44418 -0.95 0.08 0.29
H -3.98974 1.19749 -4.68065 -0.15 0.39 -0.34

---

# 3
52
Properties=species:S:1:pos:R:3:forces:R:3 method="wB97M-V/def2-TZVPD" mol_weight_g_mol=487.57 gap_ev="7.506 / 7.043" s_squared=0.757 lumo_ev="-0.31 / -1.02" e_above_lowest_kcal_mol=0.00 spin_multiplicity=2 e_tot_ev=-43213.21950
Ru -0.35270 -0.12246 -0.37818 -0.17 0.32 -0.28
Si -0.21927 0.50840 -3.41283 -0.02 0.03 -0.05
O -2.35786 1.75343 -0.35532 0.18 -0.03 -0.21
O 1.62649 2.99772 1.02020 0.27 -0.07 0.13
O 1.16226 1.00072 0.15150 0.13 -0.10 -0.04
O 0.82209 -1.73883 0.10182 -0.15 -0.21 0.16
N -1.23890 0.78913 1.43736 -0.06 0.00 0.29
N -2.21440 -1.21836 -0.49787 -0.01 -0.14 -0.10
N 0.22704 -0.65623 -2.16983 0.02 -0.10 0.04
C 3.54244 -1.43695 2.54291 -0.01 0.00 0.01
C 2.04195 -3.71646 -3.30762 -0.04 0.06 -0.08
C -2.22612 0.88808 0.53281 0.12 -0.16 0.26
C 1.31988 -2.53332 -3.38881 0.03 -0.04 -0.09
C 0.93876 -1.84404 -2.23422 -0.04 0.12 -0.03
C 2.87914 -1.42939 1.32659 0.00 0.01 -0.02
C -3.04763 -0.39955 0.42386 -0.11 0.02 -0.03
C 0.83827 -2.08365 2.45412 -0.02 -0.01 0.02
C 0.08547 2.20880 -2.71827 0.00 0.01 -0.03
C 0.89646 2.04464 0.91167 -0.37 0.40 -0.26
C 1.30896 -2.43301 -1.02422 -0.01 0.05 0.12
C 0.75128 0.32249 -5.00363 0.00 0.00 0.02
C 1.54058 -1.76759 1.31150 0.08 0.07 -0.01
C -0.45013 2.01037 1.63494 0.11 -0.12 0.11
C -2.04961 0.27995 -3.75901 0.01 0.00 -0.01
C 2.01597 -3.60645 -0.91412 0.02 -0.05 0.02
C 1.51367 -2.07918 3.66674 0.01 0.00 -0.01
C 2.86357 -1.76337 3.71040 0.00 0.00 0.00
C 2.39591 -4.25753 -2.08248 0.00 0.01 0.07
H -2.64317 0.63361 -2.91052 0.00 0.00 0.00
H -2.21606 -2.20192 -0.25413 0.04 0.01 0.00
H 0.60662 1.23601 -5.58631 0.01 -0.01 0.00
H -2.28964 -0.76779 -3.96080 -0.01 -0.01 -0.01
H -0.22033 -2.29860 2.39556 0.01 0.00 -0.01
H -3.11224 -0.89455 1.38790 0.00 -0.01 -0.01
H -0.60683 2.46470 -1.91318 0.01 -0.01 0.00
H 1.05119 -2.13464 -4.35529 0.00 -0.01 -0.01
H 2.95583 -5.18038 -2.02652 0.00 0.00 0.00
H 0.41929 -0.51205 -5.62196 -0.01 -0.02 -0.01
H 4.58892 -1.16643 2.58006 0.00 0.00 0.00
H 3.38620 -1.75845 4.65743 0.00 0.00 0.00
H 2.27106 -4.00497 0.05894 -0.01 0.02 0.00
H 2.32807 -4.22297 -4.22025 -0.01 0.01 -0.01
H 1.82170 0.21578 -4.81954 0.01 0.00 0.00
H 1.10212 2.30061 -2.33218 0.01 0.01 0.00
H -4.03814 -0.20926 0.01571 0.01 -0.01 0.00
H -2.36350 0.86061 -4.62946 0.00 0.01 0.00
H 3.37539 -1.14517 0.40887 0.00 0.00 0.00
H -2.54414 -1.13509 -1.45477 0.00 -0.02 0.01
H 0.97989 -2.31851 4.57654 0.00 0.00 0.00
H -0.99683 2.90611 1.33336 0.02 -0.03 -0.03
H -0.21397 2.10459 2.69501 -0.06 0.00 0.04
H -0.05085 2.94976 -3.51113 -0.01 0.01 0.00

---

# 4
15
Properties=species:S:1:pos:R:3:forces:R:3 method="wB97M-V/def2-TZVPD" mol_weight_g_mol=127.23 gap_ev=9.329 lumo_ev=0.48 e_above_lowest_kcal_mol=2.33 smiles=NCCSS.O e_tot_ev=-27427.99268
S 1.02067 0.11861 -1.42542 0.14 0.04 0.19
S 2.34619 0.49389 0.11025 -0.07 -0.03 -0.11
O 2.03347 -3.05770 0.32706 -0.06 -0.01 0.01
N -2.44813 1.26490 0.44725 -0.66 0.17 0.35
C -1.02542 1.16963 0.23694 -0.10 -0.70 -0.61
C -0.55984 -0.07059 -0.55582 -0.11 0.09 -0.19
H -0.50824 -0.98289 0.02944 -0.06 -0.05 0.26
H -0.54401 1.18593 1.20817 0.27 0.12 0.04
H 2.46625 -2.34170 -0.15053 0.02 -0.06 0.00
H -3.00888 1.52448 -0.34960 0.28 -0.02 -0.23
H -2.87987 0.46068 0.87520 0.18 -0.14 0.11
H -0.71914 2.02571 -0.35040 0.16 0.41 0.12
H 2.66961 -3.35557 0.98491 0.01 0.08 -0.06
H -1.25589 -0.26425 -1.38080 0.01 0.08 0.06
H 2.41323 1.82888 -0.00667 -0.02 0.02 0.04